1.
An isolated molecule of C4H6O2, computed with the ωB97M-V functional and the def2-TZVPD basis.

Last column: Mulliken charge in e.
CARTESIAN COORDINATES (ANGSTROEM)
C (1.2577, 0.6087, -0.5636)  -1.25
C (0.1096, -0.3663, -0.4938)  0.05
C (-0.4589, -0.8778, 0.8006)  -0.19
O (-0.4096, 0.1364, 1.8058)  -0.22
O (-1.2160, 1.0198, 0.9669)  -0.23
C (-1.2775, 0.0175, -0.0500)  -0.21
H (1.3115, 1.0765, -1.5519)  0.35
H (1.1293, 1.3961, 0.1827)  0.29
H (2.2097, 0.1037, -0.3701)  0.32
H (0.0780, -1.1400, -1.2617)  0.37
H (-0.5259, -1.9068, 1.1369)  0.36
H (-2.2078, -0.0679, -0.6017)  0.36

The value obtained for the energy above the lowest of the compared OMol25 structures with the same formula, charge and spin is 5.226 eV. Its electronic energy is -8335.235 eV. As for the charge: 0. The SMILES is C[C@H]1[C@H]2OO[C@@H]12.

2.
A 2-piece molecular cluster, C18H42N2O6P overall, computed with the ωB97M-V functional and the def2-TZVPD basis.

Last column: Mulliken charge in e.
CARTESIAN COORDINATES (ANGSTROEM)
C (7.1420, 0.5954, 1.9640)  -0.99
C (6.5217, -0.7913, 1.9383)  0.59
O (7.0584, -1.6681, 2.4569)  -0.46
O (5.3408, -0.9719, 1.2685)  -0.25
C (5.6101, -0.9085, -0.1537)  -0.62
C (4.3859, -1.3245, -0.9238)  -0.53
C (4.1393, -2.8418, -0.8926)  -0.78
C (3.2734, -3.2430, 0.3414)  -0.27
C (2.1062, -4.1898, 0.0006)  -1.03
C (1.0261, -4.0730, 1.1030)  -1.02
C (-0.3265, -3.5337, 0.5759)  -1.03
C (-1.1151, -2.7481, 1.6349)  -1.20
N (-1.1641, -1.2381, 1.3914)  0.73
C (-2.1345, -1.0246, 0.2612)  -0.88
C (-2.0456, 0.3029, -0.4739)  0.14
N (-2.7946, 0.1106, -1.7405)  -0.75
C (0.2205, -0.8033, 1.1120)  -1.16
O (0.3810, 0.5653, 1.4254)  -0.19
O (1.3439, 1.0953, 0.5686)  -0.34
P (-1.7445, -0.5596, 3.0314)  0.11
C (-2.2363, 1.1846, 2.7849)  -0.91
O (-3.1508, -1.3200, 3.3355)  -0.49
H (8.0057, 0.5508, 1.3056)  0.30
H (6.4300, 1.3436, 1.6342)  0.31
H (7.5101, 0.7887, 2.9609)  0.34
H (6.4184, -1.6048, -0.3799)  0.41
H (5.8912, 0.1143, -0.4008)  0.40
H (4.4685, -0.9858, -1.9539)  0.44
H (3.5362, -0.7773, -0.5108)  0.03
H (5.1164, -3.2999, -0.7695)  0.33
H (3.6376, -3.1782, -1.7941)  0.44
H (3.9305, -3.6941, 1.0736)  0.39
H (2.8515, -2.3259, 0.7459)  0.00
H (1.6863, -3.9827, -0.9805)  0.53
H (2.5053, -5.1976, 0.0357)  0.32
H (1.3667, -3.5104, 1.9695)  0.64
H (0.8317, -5.0784, 1.4659)  0.53
H (-0.9166, -4.4194, 0.3619)  0.52
H (-0.2213, -3.0228, -0.3780)  0.64
H (-0.5757, -2.8537, 2.5749)  0.77
H (-2.1146, -3.1195, 1.8223)  0.49
H (-3.1279, -1.0677, 0.7045)  0.45
H (-2.1089, -1.8141, -0.4856)  0.45
H (-2.5152, 1.1321, 0.0535)  0.30
H (-1.0404, 0.5917, -0.7695)  -0.15
H (-3.7485, -0.1725, -1.5277)  0.29
H (-2.8979, 1.0547, -2.1127)  0.23
H (0.4369, -0.9245, 0.0578)  0.59
H (0.9295, -1.3681, 1.7044)  0.56
H (0.8503, 1.4428, -0.1934)  0.35
H (-3.2942, 1.3244, 2.5532)  0.40
H (-2.0417, 1.6746, 3.7347)  0.37
H (-1.6572, 1.7052, 2.0303)  0.28
H (-3.8832, -0.9534, 2.8094)  0.35
C (-6.2701, 4.4784, -3.2356)  -1.09
C (-5.4406, 3.7145, -2.2204)  -0.31
O (-4.1222, 3.4191, -2.6609)  -0.40
C (-3.3021, 4.5352, -2.9763)  -0.33
C (-3.0786, 5.4845, -1.8120)  -1.03
H (-6.3300, 3.9256, -4.1739)  0.31
H (-7.2804, 4.6329, -2.8560)  0.39
H (-5.8460, 5.4584, -3.4564)  0.28
H (-5.9125, 2.7497, -2.0270)  0.31
H (-5.4103, 4.2439, -1.2617)  0.32
H (-3.7064, 5.0686, -3.8417)  0.30
H (-2.3429, 4.1208, -3.2900)  0.35
H (-4.0095, 5.9356, -1.4672)  0.27
H (-2.4081, 6.2917, -2.1071)  0.40
H (-2.6372, 4.9542, -0.9652)  0.24

Its electronic energy is -43890.951 eV. As for the charge: +1.

3.
A 12-piece molecular cluster, C38H58F6N4O12P overall, computed with the ωB97M-V functional and the def2-TZVPD basis.

Last column: Mulliken charge in e.
CARTESIAN COORDINATES (ANGSTROEM)
P (3.0193, -12.6067, 30.0593)  1.88
F (2.8391, -11.1628, 30.7441)  -0.79
F (4.6060, -12.2834, 30.1433)  -0.19
F (3.0880, -13.2411, 31.5605)  -0.23
F (3.2594, -14.0309, 29.2923)  -0.51
F (1.4265, -12.9038, 30.0395)  -0.40
F (2.9169, -11.9562, 28.5931)  -0.68
O (4.9485, -18.2279, 27.6937)  -0.65
C (3.7963, -17.8208, 27.5593)  0.59
O (2.7819, -18.3655, 28.1908)  -0.38
C (1.5616, -17.6545, 28.0894)  -0.19
C (1.9289, -16.4185, 27.3939)  0.62
C (3.2360, -16.6445, 26.7473)  -0.52
H (1.1574, -17.3071, 29.0402)  0.07
H (0.8249, -18.1060, 27.4250)  0.34
H (2.0763, -15.5546, 28.0421)  -0.77
H (1.2026, -16.1601, 26.6232)  0.37
H (3.8414, -15.7425, 26.8369)  0.26
H (3.1696, -16.9639, 25.7073)  0.33
O (8.2361, -9.5164, 29.2741)  -0.66
C (7.2039, -9.5561, 28.6242)  0.44
O (5.9778, -9.1224, 28.9979)  -0.20
C (4.9145, -9.3645, 28.0854)  0.81
C (5.5507, -10.3294, 27.0967)  -0.47
C (7.0880, -10.1368, 27.2407)  -0.61
H (4.5593, -8.4575, 27.5961)  0.45
H (4.1397, -9.8962, 28.6376)  -0.85
H (5.0800, -10.2911, 26.1143)  0.56
H (5.3520, -11.3523, 27.4165)  -0.04
H (7.4773, -9.3692, 26.5719)  0.27
H (7.7135, -11.0158, 27.0852)  0.34
O (6.8363, -19.1975, 31.9829)  -0.67
C (6.6501, -18.2311, 31.2744)  0.36
O (7.5042, -17.7730, 30.4181)  -0.38
C (7.1966, -16.5084, 29.8540)  -0.15
C (6.0005, -16.0718, 30.5423)  1.47
C (5.4515, -17.2648, 31.3284)  0.12
H (7.0676, -16.4990, 28.7717)  0.27
H (7.9782, -15.7702, 30.0340)  0.06
H (5.3457, -15.5474, 29.8464)  -0.28
H (6.2275, -15.2821, 31.2586)  -0.99
H (4.4957, -17.6131, 30.9369)  0.21
H (5.3806, -16.9922, 32.3814)  -0.04
O (1.8515, -7.9623, 35.1587)  -0.64
C (1.5030, -9.1276, 35.0050)  0.46
O (1.5978, -10.0535, 36.0200)  -0.39
C (0.9112, -11.2077, 35.6768)  -0.70
C (1.0081, -11.2783, 34.1480)  -0.07
C (0.8102, -9.7526, 33.8374)  0.39
H (-0.1286, -11.2389, 36.0023)  0.27
H (1.3377, -12.0890, 36.1560)  0.44
H (0.1914, -11.7873, 33.6362)  0.50
H (1.9180, -11.7324, 33.7557)  -0.11
H (-0.2273, -9.4189, 33.8170)  0.46
H (1.3366, -9.4503, 32.9321)  -0.57
O (5.4947, -5.4626, 30.0503)  -0.60
C (4.7303, -6.3372, 30.3175)  0.46
O (3.6832, -6.7521, 29.4799)  -0.50
C (2.8778, -7.7527, 30.0913)  -0.17
C (3.3686, -7.9682, 31.4827)  1.48
C (4.6230, -7.1414, 31.6097)  -0.24
H (2.9321, -8.6417, 29.4629)  -0.08
H (1.8914, -7.2890, 30.1056)  0.29
H (3.5644, -9.0317, 31.6196)  -1.29
H (2.6309, -7.5830, 32.1866)  0.25
H (5.4639, -7.8286, 31.7026)  -0.06
H (4.5549, -6.4345, 32.4366)  0.35
C (-0.5598, -9.9698, 30.5406)  -0.10
O (-0.8178, -11.3410, 30.3926)  -0.62
H (-0.7440, -9.7239, 31.5864)  0.08
H (0.4656, -9.7552, 30.2396)  -0.11
H (-1.3055, -9.4662, 29.9253)  0.37
H (-0.0188, -11.8674, 30.3147)  0.34
C (0.8495, -15.8308, 31.3398)  -0.37
O (0.3422, -14.8242, 32.1916)  -0.61
H (0.5292, -15.6556, 30.3127)  0.31
H (1.9296, -15.8417, 31.1937)  0.02
H (0.5003, -16.8213, 31.6315)  0.45
H (0.8312, -14.0179, 32.0116)  0.12
N (5.6108, -10.5889, 32.4957)  1.99
C (4.9968, -10.3976, 33.7265)  -0.74
C (5.9976, -10.2921, 34.6713)  -0.81
C (7.2596, -10.3373, 34.0083)  -1.04
C (6.9787, -10.4903, 32.6701)  -0.79
H (5.1145, -10.7161, 31.6253)  -0.57
H (3.9203, -10.3216, 33.7669)  0.50
H (5.8307, -10.2564, 35.7377)  0.44
H (8.2191, -10.1284, 34.4578)  0.45
H (7.5553, -10.5591, 31.7596)  0.55
N (10.1385, -13.8798, 31.1979)  0.00
C (8.9679, -13.3376, 30.6628)  -1.35
C (7.9936, -13.4058, 31.6114)  0.39
C (8.4839, -14.0728, 32.7132)  -0.47
C (9.8392, -14.3369, 32.4603)  -0.95
H (11.1060, -13.9000, 30.9087)  0.22
H (9.0343, -12.9042, 29.6758)  0.56
H (7.0116, -12.9790, 31.4706)  0.78
H (7.9980, -14.3376, 33.6407)  0.43
H (10.5471, -14.8275, 33.1118)  0.42
N (0.7056, -12.1148, 26.7381)  0.22
C (-0.5670, -11.6592, 26.8109)  -0.26
C (-1.2980, -12.1684, 25.7707)  -0.50
C (-0.4506, -12.9372, 24.9274)  -0.79
C (0.7437, -12.9017, 25.5904)  -0.37
H (1.4196, -11.9331, 27.4289)  0.26
H (-0.9108, -11.1173, 27.6795)  0.26
H (-2.3452, -11.9165, 25.6910)  0.39
H (-0.7027, -13.5195, 24.0534)  0.39
H (1.6822, -13.4013, 25.4005)  0.47
N (4.5983, -14.5788, 33.7611)  0.84
C (5.4941, -14.0879, 34.7051)  -0.54
C (5.6373, -14.9718, 35.7650)  -0.91
C (4.7327, -16.0392, 35.4593)  -0.53
C (4.0333, -15.7163, 34.3312)  -0.77
H (4.4286, -14.2032, 32.8390)  -0.05
H (6.1013, -13.2254, 34.4730)  0.57
H (6.3021, -14.9464, 36.6158)  0.44
H (4.5849, -16.9387, 36.0384)  0.40
H (3.3589, -16.2922, 33.7148)  0.51

The value obtained for the energy above the lowest of the compared OMol25 structures with the same formula, charge and spin is 2.328 eV. Its electronic energy is -96478.681 eV. As for the charge: -1.

4.
An isolated ion of composition CHN4S2 and charge -1, computed with the ωB97M-V functional and the def2-TZVPD basis.

Last column: Mulliken charge in e.
CARTESIAN COORDINATES (ANGSTROEM)
S (3.3527, -1.0013, -0.3493)  -0.59
S (3.0208, 0.6784, 0.6436)  -0.11
N (1.3816, 1.1680, 0.2961)  0.30
C (0.2307, 0.4539, 0.0654)  -0.03
N (-0.8104, 1.2333, -0.1328)  -0.31
N (-0.2463, 2.4619, 0.0156)  -0.37
N (0.9793, 2.4101, 0.2742)  -0.20
H (0.0590, -0.5176, -0.3259)  0.31

The value obtained for the energy above the lowest of the compared OMol25 structures with the same formula, charge and spin is 0.372 eV. Its electronic energy is -28684.038 eV. As for the charge: -1. The SMILES is [S-]Sn1cnnn1.

5.
An isolated molecule of C3H7NOS, computed with the ωB97M-V functional and the def2-TZVPD basis.

Last column: Mulliken charge in e.
CARTESIAN COORDINATES (ANGSTROEM)
N (-0.7111, -1.9116, 0.0287)  -0.44
C (-1.4310, -0.6192, 0.1271)  0.50
O (-2.6796, -0.5623, 0.4405)  -0.59
C (-0.4244, 0.4276, -0.3993)  -0.54
C (0.9603, 0.7160, 0.3507)  -0.64
S (2.4324, 1.2594, -0.5842)  -0.20
H (-1.2815, -2.7022, 0.4026)  0.27
H (0.3195, -1.7788, 0.2677)  0.25
H (-0.0938, 0.1365, -1.4178)  0.35
H (-1.0759, 1.3594, -0.5802)  0.31
H (1.3214, -0.2055, 0.7875)  0.25
H (0.7098, 1.3065, 1.3131)  0.34
H (1.9539, 2.5741, -0.7366)  0.14

The value obtained for the energy above the lowest of the compared OMol25 structures with the same formula, charge and spin is 1.497 eV. Its electronic energy is -17596.432 eV. As for the charge: 0. The SMILES is NC(=O)CCS.

Looking at max |F| for the records above, in order, we have 0.31, 4.55, 3.30, 3.34, 6.03 eV Å⁻¹.